# 1
A cluster of 2 separate species, C4H6N6O in total. Source: the OMol25 dataset; level of theory: ωB97M-V with the def2-TZVPD basis set.

* calculated total energy: -559.7061 Ha
* net charge: 0
* molecular weight: 154.13 Da
* SMILES: [H]/N=C/NC=O.c1nncnn1
* gap between HOMO and LUMO: 0.31520 Eh
* ΔE to the lowest compared entry with this formula, charge and spin: 366.9 kJ/mol

XYZ file:
```
17
Properties=species:S:1:pos:R:3:nbo_charge:R:1
H -1.319 -2.803 -0.213 0.35
N -1.378 -1.786 -0.256 -0.71
C -2.499 -1.392 0.152 0.30
N -2.853 -0.049 0.195 -0.65
C -2.031 0.995 -0.181 0.52
O -2.379 2.152 -0.120 -0.58
H -3.341 -2.044 0.506 0.16
H -3.772 0.226 0.520 0.41
H -1.044 0.654 -0.499 0.18
C 2.620 1.157 0.070 0.16
N 3.386 0.067 0.015 -0.18
N 2.769 -1.089 -0.033 -0.19
C 1.442 -1.063 -0.014 0.18
N 0.678 0.027 0.047 -0.20
N 1.290 1.186 0.091 -0.18
H 3.135 2.106 0.114 0.20
H 0.928 -2.034 -0.043 0.22
```

# 2
A cluster of 8 separate species, C27H63Cl6N3O11P2 in total. Source: the OMol25 dataset; level of theory: ωB97M-V with the def2-TZVPD basis set.

* calculated total energy: -5502.1373 Ha
* net charge: +1
* spin multiplicity: 2
* molecular weight: 880.48 Da
* gap between HOMO and LUMO (alpha / beta): 0.26892 / 0.07097 Eh

XYZ file:
```
112
Properties=species:S:1:pos:R:3:mulliken_spin:R:1
C 2.194 -24.706 8.719 0.00
O 1.320 -25.540 8.850 0.00
N 3.207 -24.846 7.803 0.00
C 4.241 -23.802 7.707 0.00
C 3.243 -25.865 6.661 0.00
H 2.307 -23.775 9.296 0.00
H 3.961 -23.006 7.017 0.00
H 5.197 -24.261 7.453 0.00
H 4.376 -23.385 8.705 0.00
H 4.218 -26.350 6.620 0.00
H 2.477 -26.632 6.778 0.00
H 3.087 -25.432 5.673 0.00
C 2.563 -25.508 16.193 0.00
O 1.955 -25.786 17.235 0.00
N 3.079 -24.308 16.003 0.00
C 3.827 -23.795 14.845 0.00
C 2.967 -23.273 17.064 0.00
H 2.740 -26.218 15.370 0.00
H 3.807 -24.510 14.022 0.00
H 4.859 -23.539 15.081 0.00
H 3.398 -22.837 14.551 0.00
H 2.524 -23.562 18.017 0.00
H 3.985 -22.968 17.307 0.00
H 2.396 -22.473 16.593 0.00
C 7.956 -16.791 12.308 -0.09
O 8.363 -15.909 13.012 0.39
N 8.060 -16.790 10.983 0.62
C 7.582 -17.826 10.044 0.02
C 8.903 -15.738 10.302 -0.01
H 7.344 -17.634 12.663 -0.04
H 7.217 -17.222 9.213 0.03
H 6.800 -18.449 10.479 0.00
H 8.441 -18.392 9.682 0.04
H 9.449 -15.058 10.956 0.01
H 9.771 -16.118 9.763 0.02
H 8.251 -15.220 9.598 0.02
Cl 4.666 -16.379 13.542 0.00
C 5.554 -14.844 14.119 0.00
C 4.566 -13.835 14.611 0.00
Cl 3.974 -14.450 16.185 0.00
H 6.136 -14.506 13.261 0.00
H 6.328 -15.162 14.817 0.00
H 3.816 -13.837 13.820 0.00
H 4.978 -12.827 14.654 0.00
Cl 1.405 -17.494 11.343 0.00
C -0.178 -18.055 10.768 0.00
C -0.671 -19.277 11.501 0.00
Cl 0.269 -20.735 11.022 0.00
H -0.180 -18.361 9.722 0.00
H -0.875 -17.242 10.972 0.00
H -1.708 -19.521 11.270 0.00
H -0.654 -19.048 12.566 0.00
Cl 6.103 -20.051 13.374 0.00
C 4.571 -19.560 12.546 0.00
C 3.959 -20.595 11.612 0.00
Cl 4.955 -21.164 10.332 0.00
H 4.857 -18.693 11.952 0.00
H 3.918 -19.206 13.343 0.00
H 3.126 -20.111 11.103 0.00
H 3.528 -21.438 12.153 0.00
C 2.936 -19.242 7.546 0.00
C 3.469 -20.020 6.298 0.00
O 2.400 -20.821 5.935 0.00
P 2.138 -21.178 4.363 0.00
O 3.335 -21.659 3.573 0.00
O 0.787 -22.137 4.385 0.00
C 0.882 -23.457 4.809 0.00
C -0.500 -24.019 5.175 0.00
O 1.441 -19.836 3.806 0.00
C 0.898 -19.843 2.511 0.00
C 0.509 -18.351 2.223 0.00
H 2.061 -18.743 7.130 0.00
H 2.817 -19.868 8.430 0.00
H 3.522 -18.410 7.938 0.00
H 3.674 -19.330 5.480 0.00
H 4.406 -20.501 6.579 0.00
H 1.259 -24.095 4.010 0.00
H 1.560 -23.548 5.658 0.00
H -0.990 -23.547 6.026 0.00
H -1.094 -23.753 4.301 0.00
H -0.470 -25.056 5.510 0.00
H 1.563 -20.294 1.774 0.00
H 0.003 -20.464 2.510 0.00
H 0.581 -18.137 1.157 0.00
H -0.474 -18.086 2.615 0.00
H 1.254 -17.767 2.764 0.00
C 7.973 -23.407 13.618 0.00
C 9.352 -23.154 13.081 0.00
O 9.948 -24.295 12.531 0.00
P 11.526 -24.365 12.088 0.00
O 11.898 -23.218 11.212 0.00
O 12.345 -24.490 13.416 0.00
C 12.134 -25.516 14.343 0.00
C 13.183 -26.493 14.072 0.00
O 11.555 -25.849 11.478 0.00
C 11.251 -26.080 10.065 0.00
C 11.616 -27.519 9.563 0.00
H 7.541 -22.454 13.925 0.00
H 7.324 -23.804 12.837 0.00
H 7.946 -24.098 14.460 0.00
H 9.290 -22.322 12.379 0.00
H 9.815 -22.794 14.000 0.00
H 12.345 -25.098 15.327 0.00
H 11.112 -25.889 14.418 0.00
H 13.099 -27.332 14.763 0.00
H 13.105 -26.880 13.056 0.00
H 14.117 -25.941 14.173 0.00
H 10.224 -25.757 9.894 0.00
H 11.847 -25.417 9.439 0.00
H 12.654 -27.816 9.714 0.00
H 10.995 -28.289 10.022 0.00
H 11.475 -27.527 8.483 0.00
```

# 3
A cluster of 2 separate species, C14H25BClFN2O2 in total. Source: the OMol25 dataset; level of theory: ωB97M-V with the def2-TZVPD basis set.

* calculated total energy: -1393.0875 Ha
* net charge: 0
* molecular weight: 318.63 Da
* gap between HOMO and LUMO: 0.14921 Eh
* ΔE to the lowest compared entry with this formula, charge and spin: 463.9 kJ/mol

XYZ file:
```
46
Properties=species:S:1:pos:R:3:nbo_charge:R:1
C -3.894 -3.571 0.322 -0.67
C -3.399 -2.162 -0.247 0.20
F -3.416 -1.216 0.863 -0.38
C -1.970 -2.197 -0.986 -0.25
N -1.357 -0.831 -0.784 -0.35
C -1.817 0.187 -1.717 0.03
C -1.313 1.641 -1.649 -0.19
C -0.283 1.979 -0.533 -0.04
C 0.189 0.859 0.470 -0.45
B 1.237 1.318 1.616 1.18
O 1.346 0.765 2.947 -0.95
N 2.162 2.468 1.272 -0.74
C 3.431 2.402 2.058 -0.43
C 1.483 3.733 1.752 -0.44
C -0.389 -0.559 0.269 0.33
C 0.110 -1.735 1.247 -0.48
C 1.444 -2.352 0.541 -0.43
C 2.728 -2.366 1.490 -0.37
Cl 2.557 -3.413 2.985 -0.07
H -4.536 -3.335 1.252 0.25
H -3.050 -4.252 0.694 0.22
H -4.606 -4.126 -0.397 0.24
H -4.161 -1.770 -1.013 0.19
H -1.284 -3.043 -0.655 0.23
H -2.194 -2.358 -2.107 0.25
H -2.596 -0.064 -2.518 0.25
H -1.697 2.410 -2.406 0.35
H 0.103 3.049 -0.496 0.26
H 1.958 0.001 2.991 0.50
H 4.082 1.490 1.775 0.20
H 4.063 3.321 1.747 0.21
H 3.289 2.467 3.191 0.19
H 0.347 3.656 1.585 0.20
H 1.848 4.644 1.163 0.22
H 1.640 3.936 2.866 0.20
H -0.656 -2.583 1.292 0.23
H 0.282 -1.388 2.317 0.27
H 1.184 -3.374 0.108 0.23
H 1.715 -1.683 -0.363 0.24
H 3.594 -2.817 0.874 0.24
H 3.091 -1.326 1.809 0.21
C -0.262 2.457 -5.095 -0.20
O -0.596 3.135 -3.993 -0.94
H 0.786 2.099 -5.170 0.09
H -0.821 1.518 -5.302 0.07
H -0.373 2.985 -6.064 0.10
```

# 4
A cluster of 4 separate species, H8O4 in total. Source: the OMol25 dataset; level of theory: ωB97M-V with the def2-TZVPD basis set.

* calculated total energy: -305.7249 Ha
* net charge: -1
* spin multiplicity: 2
* molecular weight: 72.06 Da
* gap between HOMO and LUMO (alpha / beta): 0.12000 / 0.42102 Eh
* ΔE to the lowest compared entry with this formula, charge and spin: 25.5 kJ/mol

XYZ file:
```
12
Properties=species:S:1:pos:R:3:mulliken_spin:R:1
O 11.326 14.388 -21.947 0.11
H 11.382 14.788 -22.815 -0.01
H 12.076 13.795 -21.907 -0.06
O 15.698 14.153 -21.631 0.86
H 15.975 13.440 -21.055 -0.23
H 16.267 14.076 -22.398 -0.29
O 15.094 9.397 -21.032 1.07
H 16.021 9.363 -20.796 -0.41
H 15.051 8.979 -21.893 -0.23
O 13.531 12.475 -22.071 0.41
H 14.134 13.192 -21.874 0.00
H 14.065 11.685 -21.995 -0.23
```

# 5
A cluster of 2 separate species, N2O2 in total. Source: the OMol25 dataset; level of theory: ωB97M-V with the def2-TZVPD basis set.

* calculated total energy: -259.7621 Ha
* net charge: 0
* molecular weight: 60.01 Da
* gap between HOMO and LUMO (alpha / beta): 0.20766 / 0.20447 Eh
* ΔE to the lowest compared entry with this formula, charge and spin: 229.2 kJ/mol

XYZ file:
```
4
Properties=species:S:1:pos:R:3:nbo_charge:R:1
N 1.877 0.224 0.302 0.17
N -1.690 -0.463 -0.354 0.15
O -1.088 0.305 0.230 -0.16
O 0.901 -0.066 -0.178 -0.16
```

# 6
The molecule C3H6N2. Source: the OMol25 dataset; level of theory: ωB97M-V with the def2-TZVPD basis set.

* calculated total energy: -227.2724 Ha
* net charge: 0
* molecular weight: 70.09 Da
* SMILES: [H]/N=C\N1CC1
* gap between HOMO and LUMO: 0.41652 Eh
* ΔE to the lowest compared entry with this formula, charge and spin: 400.2 kJ/mol

XYZ file:
```
11
Properties=species:S:1:pos:R:3:nbo_charge:R:1
H 1.260 -1.367 0.093 0.33
N 1.704 -0.407 0.227 -0.65
C 0.945 0.567 -0.082 0.27
N -0.480 0.752 -0.343 -0.43
C -1.222 0.002 0.720 -0.30
C -0.847 -0.619 -0.545 -0.26
H 1.267 1.655 -0.332 0.19
H -2.283 0.448 0.993 0.25
H -0.409 -0.595 1.222 0.23
H -0.080 -1.416 -0.364 0.16
H -1.578 -0.837 -1.361 0.21
```